Entry 1:
Computed, not measured: a single C19H17FN4O2S molecule at a distorted geometry, with ωB97M-V with the def2-TZVPD basis set.

Geometry (Å):
O: 2.504 0.628 0.671
C: 1.353 0.737 1.040
N: 0.694 -0.170 1.773
H: -0.279 -0.001 2.001
C: 1.300 -1.395 2.239
H: 2.291 -1.460 1.783
H: 0.700 -2.249 1.909
C: 1.423 -1.409 3.769
C: 2.069 -2.686 4.224
C: 1.297 -3.775 4.609
C: 1.896 -4.961 4.996
C: 3.275 -5.074 4.999
C: 4.053 -3.995 4.613
C: 3.452 -2.810 4.227
H: 4.061 -1.969 3.927
H: 5.130 -4.077 4.614
H: 3.743 -5.998 5.302
H: 1.284 -5.799 5.297
H: 0.220 -3.691 4.610
H: 2.025 -0.552 4.079
H: 0.428 -1.311 4.208
C: 0.492 1.961 0.675
N: -0.467 1.645 -0.372
C: -1.615 1.025 -0.021
O: -1.910 0.803 1.147
C: -2.492 0.567 -1.123
C: -3.863 0.450 -1.046
S: -4.423 -0.214 -2.508
N: -2.871 -0.315 -3.095
N: -2.008 0.111 -2.298
H: -4.507 0.719 -0.235
C: -0.145 2.022 -1.696
C: -1.035 2.798 -2.433
C: -0.720 3.179 -3.723
C: 0.499 2.794 -4.252
C: 1.410 2.051 -3.524
C: 1.085 1.665 -2.237
H: 1.784 1.088 -1.652
H: 2.356 1.778 -3.965
F: 0.811 3.169 -5.507
H: -1.399 3.773 -4.313
H: -1.972 3.105 -1.993
H: 1.146 2.759 0.321
H: -0.063 2.292 1.558

Properties
LUMO energy	-0.110	eV
M	384.44	g/mol
SMILES	O=C(CN(C(=O)c1csnn1)c1ccc(F)cc1)NCCc1ccccc1
energy	-43587.120	eV
HOMO	-0.32564	hartree
relative energy (zero: lowest compared OMol25 entry of this formula, charge and spin)	0.0000	eV

natural (NBO) population analysis, charges in e, atoms 1 to 8:
1. O -0.634
2. C 0.666
3. N -0.619
4. H 0.428
5. C -0.219
6. H 0.233
7. H 0.196
8. C -0.443

---

Entry 2:
Computed, not measured: C19H17N2O7S6SbTa as an isolated structure at a distorted geometry, with ωB97M-V with the def2-TZVPD basis set.

Geometry (Å):
Ta: -13.907 -11.770 -3.305
O: -17.394 -11.132 -1.784
S: -16.592 -12.283 -1.447
O: -16.748 -13.054 -0.245
O: -15.094 -11.859 -1.624
C: -16.788 -13.415 -2.870
C: -16.915 -14.774 -2.544
C: -17.205 -15.718 -3.521
C: -17.397 -15.333 -4.842
C: -17.248 -13.997 -5.206
C: -16.924 -13.007 -4.243
S: -16.144 -11.563 -5.067
O: -14.876 -12.216 -5.441
O: -16.975 -11.001 -6.047
O: -15.622 -10.673 -4.013
H: -16.809 -15.094 -1.523
H: -17.295 -16.758 -3.216
H: -17.678 -16.069 -5.598
H: -17.323 -13.712 -6.250
S: -9.732 -13.672 -3.413
Sb: -11.721 -13.409 -4.581
S: -12.184 -11.023 -4.802
S: -13.513 -14.168 -3.125
S: -11.904 -14.386 -6.631
N: -13.292 -5.340 0.659
C: -12.849 -5.388 -0.661
O: -12.321 -4.426 -1.187
C: -13.161 -6.674 -1.346
C: -12.316 -7.096 -2.380
C: -12.536 -8.316 -2.996
N: -13.601 -9.102 -2.722
C: -14.483 -8.636 -1.793
C: -14.266 -7.486 -1.056
H: -12.942 -4.562 1.221
H: -13.406 -6.228 1.158
H: -11.492 -6.471 -2.712
H: -11.825 -8.670 -3.740
H: -15.415 -9.169 -1.640
H: -15.004 -7.260 -0.312
C: -12.238 -11.609 -1.695
C: -12.521 -11.228 -0.292
C: -13.158 -12.152 0.548
C: -13.660 -11.767 1.775
C: -13.520 -10.440 2.188
C: -12.814 -9.544 1.394
C: -12.242 -9.945 0.189
H: -11.788 -12.621 -1.647
H: -11.371 -11.044 -2.076
H: -13.301 -13.172 0.206
H: -14.206 -12.481 2.371
H: -13.973 -10.088 3.112
H: -12.712 -8.531 1.737
H: -11.654 -9.257 -0.407

Properties
LUMO energy	1.233	eV
total charge	-1
M	880.46	g/mol
energy	-110397.802	eV
HOMO	-0.18398	hartree
relative energy (zero: lowest compared OMol25 entry of this formula, charge and spin)	0.0000	eV

natural (NBO) population analysis, charges in e, atoms 1 to 8:
1. Ta 1.559
2. O -0.931
3. S 2.411
4. O -0.912
5. O -1.010
6. C -0.346
7. C -0.127
8. C -0.207

---

Entry 3:
Computed, not measured: a 2-piece molecular cluster, C19H17N5O5 overall at a distorted geometry, with ωB97M-V with the def2-TZVPD basis set.

Geometry (Å):
N: -2.322 2.251 4.045
C: -2.445 1.481 3.171
C: -2.565 0.536 2.083
C: -2.966 0.986 0.807
C: -3.075 0.067 -0.238
N: -3.051 0.344 -1.605
O: -3.137 1.369 -2.265
O: -2.723 -0.882 -2.226
N: -2.515 -1.877 -1.300
C: -2.763 -1.296 -0.089
C: -2.276 -1.752 1.202
N: -1.532 -2.983 1.347
O: -1.499 -3.830 0.434
O: -0.924 -3.138 2.437
C: -2.255 -0.830 2.266
H: -3.227 2.023 0.603
H: -1.927 -1.175 3.245
C: 1.933 -1.314 0.507
C: 1.270 -1.043 -0.700
C: 0.491 0.099 -0.829
C: 0.376 1.022 0.241
C: -0.434 2.220 0.100
C: -0.377 3.291 0.959
N: -1.085 4.441 0.831
C: -0.656 5.574 1.670
C: -1.713 6.663 1.697
O: -2.166 6.957 0.374
C: -2.812 5.837 -0.229
C: -1.871 4.645 -0.379
C: 1.041 0.732 1.452
C: 1.820 -0.415 1.576
H: 2.538 -2.218 0.610
H: 1.364 -1.728 -1.545
H: -0.015 0.328 -1.772
H: -1.083 2.266 -0.779
H: 0.268 3.275 1.842
H: -0.476 5.198 2.683
H: 0.278 6.008 1.273
H: -2.540 6.331 2.355
H: -1.283 7.611 2.047
H: -3.698 5.524 0.358
H: -3.106 6.201 -1.223
H: -1.208 4.835 -1.245
H: -2.461 3.744 -0.595
H: 0.917 1.418 2.294
H: 2.340 -0.612 2.513

Properties
LUMO energy	-2.360	eV
M	395.37	g/mol
energy	-37657.415	eV
HOMO	-0.27863	hartree
relative energy (zero: lowest compared OMol25 entry of this formula, charge and spin)	0.0000	eV

natural (NBO) population analysis, charges in e, atoms 1 to 8:
1. N -0.283
2. C 0.277
3. C -0.201
4. C -0.065
5. C 0.023
6. N 0.410
7. O -0.362
8. O -0.126